DFT (wB97M-V/def2-TZVPD) results for a structure of composition C13H12INS3V.

The expectation value of S² is 2.059. For the LUMO energy (alpha / beta), the calculation gives -4.79 / -4.44 eV. The highest occupied orbital energy (alpha / beta) is -11.010 / -11.006 eV. The calculation puts the energy above the lowest of the compared OMol25 structures with the same formula, charge and spin at 10.17 kJ/mol. The gap between HOMO and LUMO (alpha / beta) is 6.2 / 6.6 eV.

The geometry in ORCA input format:
```
! wB97M-V def2-TZVPD RIJCOSX def2/J DEFGRID3
* xyz 1 3
V 0.008 -0.078 -0.127
C -1.709 -2.490 -2.102
C -0.389 -1.973 -1.622
C 0.299 -0.969 -2.333
C 1.543 -0.496 -1.905
C 2.138 -1.032 -0.750
C 1.475 -2.032 -0.039
C 0.216 -2.481 -0.464
H -1.544 -3.358 -2.743
H -2.241 -1.742 -2.689
H -2.344 -2.804 -1.275
H -0.164 -0.536 -3.212
H 2.044 0.293 -2.449
H 3.085 -0.649 -0.401
H 1.905 -2.426 0.871
H -0.304 -3.228 0.122
S 0.348 1.668 3.916
C 0.307 1.062 2.436
S 1.271 1.535 1.032
S -0.688 -0.391 1.976
I -1.093 5.061 -2.983
C -1.821 3.369 -2.057
C -3.184 3.113 -1.960
C -3.607 1.959 -1.321
C -2.664 1.094 -0.797
N -1.352 1.343 -0.887
C -0.937 2.455 -1.498
H -3.904 3.806 -2.372
H -4.657 1.729 -1.216
H -2.960 0.193 -0.275
H 0.130 2.631 -1.519
*
```

natural (NBO) atomic charge list, values in e, 4 entries: atom 1 (V): 0.80, atom 2 (C): -0.64, atom 3 (C): -0.04, atom 4 (C): -0.22